C5H10O2 | ωB97M-V/def2-TZVPD

Highest occupied orbital energy (hartree): -0.38861
LUMO energy (eV): 0.4217
Molar mass (g/mol): 102.1
SMILES: CCCCC(=O)O
E (Ha): -346.9412
HOMO-LUMO gap (eV): 10.996
Energy above the lowest of the compared OMol25 structures with the same formula, charge and spin (kJ/mol): 221.2

Each line ends with the Mulliken charge.
Positions of all 17 atoms, in Å:
1 C -0.064 -1.769 1.628  -1.0577
2 C -0.548 -1.740 0.113  -0.4248
3 C -1.402 -0.475 -0.122  -0.7329
4 C -0.528 0.712 0.354  -0.5550
5 C 0.637 0.864 -0.508  0.5593
6 O 1.850 0.704 -0.281  -0.5696
7 O 0.230 1.796 -1.435  -0.4899
8 H -0.809 -1.988 2.355  0.3154
9 H 0.688 -2.555 1.827  0.3475
10 H 0.597 -0.844 1.780  0.2372
11 H 0.395 -1.756 -0.527  0.2502
12 H -1.128 -2.588 -0.133  0.3980
13 H -1.662 -0.378 -1.167  0.3452
14 H -2.413 -0.512 0.416  0.3042
15 H -0.287 0.908 1.387  0.4736
16 H -1.283 1.537 0.246  0.2522
17 H 0.691 2.638 -1.251  0.3471

Forces on the atoms, in the same order (eV/Å):
2.608 0.238 -1.734
1.183 0.646 1.277
0.253 -0.961 1.894
-3.891 0.218 0.300
3.987 3.580 0.990
-3.569 -0.647 -0.684
0.483 0.483 -1.285
-0.943 0.615 0.539
-0.351 -0.055 -0.579
-1.488 -1.248 0.318
-1.290 0.183 0.627
-0.477 -1.219 -0.215
0.161 0.313 -0.363
1.527 -0.019 -0.401
0.324 -1.293 0.478
1.278 -0.087 -0.662
0.204 -0.746 -0.500

CH3ClO2P | ωB97M-V/def2-TZVPD

Highest occupied orbital energy (spin up / spin down) (hartree): -0.14486 / -0.13036
LUMO energy (spin up / spin down) (eV): 3.1797 / 3.7708
Molar mass (g/mol): 113.5
Total charge: -1
E (Ha): -991.8863
HOMO-LUMO gap (spin up / spin down) (eV): 7.121 / 7.318
Energy above the lowest of the compared OMol25 structures with the same formula, charge and spin (kJ/mol): 559.7

Each line ends with the Mulliken charge.
Positions of all 8 atoms, in Å:
1 C -1.013 -0.151 -0.061  -0.9007
2 O 1.060 -0.176 1.762  -0.5680
3 O 1.638 2.277 -0.938  -0.7155
4 P 0.802 0.090 0.335  0.6101
5 Cl 1.563 -1.483 -0.720  -0.3029
6 H -1.161 -0.068 -1.133  0.3060
7 H -1.329 -1.129 0.306  0.3053
8 H -1.561 0.642 0.449  0.2657

Forces on the atoms, in the same order (eV/Å):
0.605 0.253 0.175
0.014 -0.001 1.042
-0.697 -1.526 0.828
-0.373 2.145 -1.158
0.391 -0.850 -0.780
-0.001 0.008 -0.105
0.044 -0.002 0.008
0.019 -0.027 -0.010

C2H4FP | ωB97M-V/def2-TZVPD

Highest occupied orbital energy (hartree): -0.33624
LUMO energy (eV): 0.3748
Molar mass (g/mol): 78.0
SMILES: [H]/P=C(/C)F
E (Ha): -519.7563
HOMO-LUMO gap (eV): 9.524
Energy above the lowest of the compared OMol25 structures with the same formula, charge and spin (kJ/mol): 104.0

Each line ends with the Mulliken charge.
Positions of all 8 atoms, in Å:
1 H 2.455 0.495 0.162  -0.0046
2 P 1.727 -0.619 0.064  -0.1638
3 C 0.331 0.266 0.057  0.4464
4 C -1.010 -0.276 0.015  -0.8669
5 F 0.457 1.620 -0.186  -0.2535
6 H -1.266 -0.479 -1.069  0.2617
7 H -1.670 0.365 0.602  0.2818
8 H -1.022 -1.372 0.356  0.2988

Forces on the atoms, in the same order (eV/Å):
1.471 1.584 -0.204
-0.439 -2.032 0.630
1.567 0.793 -0.932
-0.921 -2.208 -0.859
-0.985 -0.681 0.593
-0.388 1.098 0.996
-0.453 -0.310 -0.435
0.149 1.756 0.212

C33H39CrN4Se | ωB97M-V/def2-TZVPD

Highest occupied orbital energy (spin up / spin down) (hartree): -0.51020 / -0.51130
LUMO energy (spin up / spin down) (eV): -6.9126 / -7.1499
Spin multiplicity: 4
Molar mass (g/mol): 622.7
Total charge: +2
E (Ha): -4945.3275
HOMO-LUMO gap (spin up / spin down) (eV): 6.971 / 6.763
Energy above the lowest of the compared OMol25 structures with the same formula, charge and spin (kJ/mol): 0.0

Each line ends with the Mulliken charge.
Positions of all 78 atoms, in Å:
1 Cr -0.688 0.331 0.465  -0.2940
2 C -0.804 1.690 -3.097  -1.8791
3 C -1.124 1.810 -1.629  1.2580
4 C -0.370 2.638 -0.769  0.8433
5 C 0.752 3.499 -1.277  -1.8719
6 C -0.766 2.817 0.577  0.6721
7 C 0.093 3.653 1.488  -2.0259
8 C -2.034 2.355 1.006  0.7950
9 C -2.587 2.878 2.300  -2.0021
10 C -2.769 1.479 0.171  1.0135
11 C -4.107 0.935 0.596  -2.0468
12 C -2.303 1.199 -1.140  1.0173
13 C -3.130 0.342 -2.056  -2.0104
14 H -0.003 2.349 -3.404  0.4993
15 H -1.688 1.965 -3.676  0.4593
16 H -0.539 0.675 -3.390  0.2570
17 H 0.330 4.476 -1.531  0.2811
18 H 1.238 3.108 -2.161  0.5676
19 H 1.511 3.665 -0.521  0.5981
20 H 1.118 3.281 1.505  0.2994
21 H -0.271 3.658 2.509  0.5025
22 H 0.132 4.686 1.138  0.4328
23 H -2.612 3.968 2.236  0.4391
24 H -1.967 2.617 3.156  0.4222
25 H -3.597 2.539 2.495  0.3909
26 H -4.241 0.936 1.672  0.4580
27 H -4.268 -0.080 0.244  0.3053
28 H -4.907 1.544 0.170  0.3614
29 H -3.974 0.924 -2.437  0.3650
30 H -3.550 -0.522 -1.545  0.3952
31 H -2.561 -0.012 -2.911  0.6072
32 C 0.554 -3.244 1.924  -0.1586
33 C 2.037 -2.909 1.892  -1.1738
34 C 2.522 -2.265 0.609  0.7446
35 C 3.362 -3.030 -0.196  -0.9852
36 C 3.954 -2.514 -1.335  -1.2923
37 C 3.744 -1.189 -1.667  -0.7409
38 C 2.897 -0.392 -0.907  0.0265
39 C 2.777 1.062 -1.236  0.4858
40 C 3.757 1.914 -0.431  -1.5622
41 C 2.248 -0.948 0.192  -0.1110
42 N 1.236 -0.185 0.912  1.8438
43 C 1.430 0.017 2.190  -0.5309
44 C 0.306 0.225 3.016  -0.6812
45 C 0.113 0.291 4.392  -0.9485
46 C -1.262 0.150 4.606  -1.0892
47 C -1.858 0.014 3.358  -0.7912
48 N -0.924 0.061 2.383  1.5187
49 H 0.309 -3.834 2.807  0.4942
50 H 0.252 -3.812 1.040  0.2234
51 H -0.034 -2.330 1.971  -0.5024
52 H 2.627 -3.814 2.029  0.5491
53 H 2.280 -2.296 2.762  0.3554
54 H 3.573 -4.049 0.100  0.4327
55 H 4.616 -3.129 -1.928  0.5015
56 H 4.257 -0.754 -2.516  0.5623
57 H 1.751 1.382 -1.040  -1.0215
58 H 2.950 1.208 -2.305  0.7857
59 H 3.515 1.899 0.635  0.2746
60 H 3.768 2.950 -0.765  0.4575
61 H 4.770 1.526 -0.537  0.3724
62 H 2.434 -0.064 2.600  0.7215
63 H 0.883 0.383 5.139  0.6346
64 H -1.773 0.123 5.553  0.5055
65 H -2.904 -0.120 3.134  0.4587
66 Se -2.549 -2.436 0.595  0.3811
67 N -1.270 -1.467 -0.249  0.3999
68 C -0.910 -2.115 -1.350  0.9268
69 C 0.089 -1.718 -2.285  -0.4023
70 C 0.331 -2.532 -3.341  -1.3651
71 C -0.387 -3.760 -3.564  -0.9554
72 C -1.345 -4.170 -2.706  -0.7930
73 C -1.629 -3.351 -1.561  0.6934
74 N -2.537 -3.659 -0.659  -0.7464
75 H 0.664 -0.817 -2.131  0.8134
76 H 1.104 -2.258 -4.048  0.5516
77 H -0.142 -4.353 -4.433  0.4587
78 H -1.900 -5.088 -2.836  0.5672

Forces on the atoms, in the same order (eV/Å):
-0.118 0.373 -0.289
-0.064 0.017 -0.025
0.048 -0.036 0.066
0.025 0.027 -0.100
-0.012 -0.008 -0.030
-0.094 -0.090 0.118
-0.004 0.007 0.045
0.131 -0.048 -0.044
0.017 0.008 -0.010
-0.087 -0.008 -0.011
-0.091 0.037 -0.025
0.045 -0.110 0.067
-0.017 -0.010 -0.019
0.044 0.010 -0.003
0.017 0.018 -0.020
0.002 -0.008 0.038
-0.035 0.016 0.008
0.007 0.016 -0.027
0.045 -0.001 -0.003
-0.006 -0.001 -0.022
0.002 -0.009 0.004
-0.021 0.014 0.012
-0.005 -0.002 0.024
0.010 -0.023 -0.009
-0.003 0.018 0.004
0.017 -0.015 0.011
0.000 0.016 0.000
0.007 0.020 -0.008
0.003 0.020 0.000
0.010 0.009 -0.016
-0.006 -0.019 0.019
-0.091 0.015 0.068
-0.004 -0.006 -0.044
0.115 -0.046 -0.022
0.019 0.046 0.012
0.018 0.023 0.007
0.026 -0.020 0.023
0.107 -0.063 -0.124
-0.268 0.075 -0.065
0.037 -0.025 0.075
-0.292 0.020 0.204
0.175 -0.035 -0.024
-0.001 0.028 0.119
0.077 -0.016 -0.184
-0.033 -0.046 0.051
0.040 -0.014 0.011
0.038 0.006 -0.069
0.052 -0.120 -0.029
0.013 -0.027 -0.015
0.036 -0.019 -0.001
-0.061 -0.020 0.010
-0.066 -0.039 -0.019
0.010 0.074 -0.018
0.019 -0.024 0.010
-0.003 -0.026 -0.035
0.005 0.023 -0.029
0.125 -0.033 0.017
0.037 -0.009 0.006
-0.009 -0.017 -0.003
-0.034 0.045 -0.022
0.010 0.001 -0.016
-0.021 -0.008 0.046
0.019 0.012 0.026
-0.011 0.005 0.032
-0.045 0.015 -0.002
0.018 -0.057 -0.112
-0.001 0.142 0.314
0.184 -0.043 -0.090
-0.126 -0.063 0.100
-0.001 -0.094 -0.106
0.046 0.125 0.049
-0.005 0.082 0.105
-0.102 -0.173 -0.126
0.049 0.060 0.115
0.035 0.041 0.037
-0.001 0.002 -0.009
0.010 -0.014 -0.012
-0.012 -0.020 -0.017